[1]
# C20H27CuIN4O5S

C20H27CuIN4O5S as an isolated structure (the ωB97M-V functional and the def2-TZVPD basis, the Open Molecules 2025 dataset).

Atoms and positions in Å:
Cu  0.00  -0.41  0.24
C  -2.18  2.62  -2.11
C  -0.95  3.11  -1.34
C  0.12  2.10  -1.76
O  -0.59  0.88  -2.11
C  -2.01  1.11  -2.02
H  -2.13  2.94  -3.15
H  -3.12  2.96  -1.68
H  -1.13  3.05  -0.27
H  -0.66  4.13  -1.59
H  0.83  1.87  -0.96
H  0.67  2.43  -2.64
H  -2.37  0.72  -1.06
H  -2.49  0.56  -2.83
C  5.75  -0.45  3.62
C  6.09  0.89  2.99
S  5.44  1.15  1.36
O  4.00  1.03  1.42
O  6.04  2.35  0.84
C  6.05  -0.19  0.34
C  5.21  -1.47  0.32
N  3.90  -1.31  -0.32
C  2.72  -1.33  0.32
N  1.73  -0.98  -0.49
C  2.28  -0.70  -1.71
C  3.62  -0.90  -1.62
N  4.57  -0.86  -2.68
O  4.19  -0.42  -3.74
O  5.70  -1.27  -2.46
C  2.52  -1.67  1.75
H  6.03  -0.42  4.67
H  6.29  -1.27  3.14
H  4.68  -0.64  3.57
H  7.17  1.07  2.91
H  5.65  1.71  3.56
H  7.06  -0.42  0.68
H  6.14  0.24  -0.65
H  5.01  -1.82  1.33
H  5.77  -2.24  -0.21
H  1.71  -0.39  -2.56
H  3.15  -2.50  2.06
H  1.48  -1.95  1.89
H  2.73  -0.80  2.37
I  -0.10  0.23  -4.79
C  -1.24  0.34  1.56
C  -0.24  0.68  2.59
C  0.02  -0.16  3.69
C  1.08  0.07  4.55
C  1.92  1.17  4.34
C  1.65  2.05  3.29
C  0.59  1.81  2.45
C  3.09  1.36  5.14
N  4.07  1.49  5.74
H  -1.71  1.23  1.15
H  -2.00  -0.35  1.93
H  -0.62  -1.02  3.86
H  1.27  -0.60  5.38
H  2.29  2.90  3.12
H  0.41  2.49  1.62

E_tot: -3709.76290 a.u.
M: 626.0 g/mol
HOMO-LUMO gap (alpha / beta): 6.5 / 4.8 eV
Spin multiplicity: 2
Energy above the lowest of the compared OMol25 structures with the same formula, charge and spin: 0.0 kcal/mol

The natural (NBO) scheme yields these atomic charges, measured in e: number 1, Cu, carries 0.668; number 2, C, carries -0.433; number 3, C, carries -0.435; number 4, C, carries -0.081; number 5, O, carries -0.557; number 6, C, carries -0.075; number 7, H, carries 0.211; number 8, H, carries 0.225; number 9, H, carries 0.210; number 10, H, carries 0.226; number 11, H, carries 0.193; number 12, H, carries 0.190; number 13, H, carries 0.191; number 14, H, carries 0.201; number 15, C, carries -0.625; number 16, C, carries -0.672; number 17, S, carries 2.186; number 18, O, carries -0.973; number 19, O, carries -0.935; number 20, C, carries -0.695; number 21, C, carries -0.218; number 22, N, carries -0.323; number 23, C, carries 0.473; number 24, N, carries -0.580; number 25, C, carries 0.014; number 26, C, carries 0.118; number 27, N, carries 0.527; number 28, O, carries -0.344; number 29, O, carries -0.412; number 30, C, carries -0.680; number 31, H, carries 0.251; number 32, H, carries 0.198; number 33, H, carries 0.224; number 34, H, carries 0.241; number 35, H, carries 0.276; number 36, H, carries 0.253; number 37, H, carries 0.275; number 38, H, carries 0.230; number 39, H, carries 0.247; number 40, H, carries 0.257; number 41, H, carries 0.226; number 42, H, carries 0.257; number 43, H, carries 0.273; number 44, I, carries -0.056; number 45, C, carries -0.928; number 46, C, carries 0.038; number 47, C, carries -0.269; number 48, C, carries -0.167; number 49, C, carries -0.211; number 50, C, carries -0.134; number 51, C, carries -0.269; number 52, C, carries 0.298; number 53, N, carries -0.384; number 54, H, carries 0.203; number 55, H, carries 0.215; number 56, H, carries 0.212; number 57, H, carries 0.220; number 58, H, carries 0.224; number 59, H, carries 0.207



[2]
# C5H13NO

C5H13NO in the gas phase at a distorted geometry (the ωB97M-V functional and the def2-TZVPD basis, the Open Molecules 2025 dataset).

Atoms and positions in Å:
C  1.24  -1.86  0.85
C  -0.07  -1.13  0.80
N  -0.52  -0.57  -0.55
C  0.54  -0.41  -1.54
C  -1.24  0.68  -0.23
C  -0.34  1.83  0.24
O  -1.00  3.09  0.13
H  1.32  -2.61  0.03
H  1.49  -2.23  1.84
H  2.09  -1.19  0.68
H  -0.18  -0.41  1.59
H  -0.86  -1.88  1.00
H  0.60  0.57  -2.02
H  1.58  -0.49  -1.16
H  0.38  -1.28  -2.20
H  -1.70  0.98  -1.17
H  -1.97  0.30  0.52
H  0.57  1.93  -0.39
H  0.01  1.71  1.28
H  -1.94  2.96  0.27

E_tot: -328.23866 a.u.
SMILES: CCN(C)CCO
M: 103.2 g/mol
HOMO-LUMO gap: 9.4 eV
Energy above the lowest of the compared OMol25 structures with the same formula, charge and spin: 50.3 kcal/mol

The natural (NBO) scheme yields these atomic charges, measured in e: number 1, C, carries -0.630; number 2, C, carries -0.229; number 3, N, carries -0.437; number 4, C, carries -0.448; number 5, C, carries -0.256; number 6, C, carries -0.088; number 7, O, carries -0.720; number 8, H, carries 0.215; number 9, H, carries 0.226; number 10, H, carries 0.200; number 11, H, carries 0.178; number 12, H, carries 0.189; number 13, H, carries 0.201; number 14, H, carries 0.186; number 15, H, carries 0.206; number 16, H, carries 0.204; number 17, H, carries 0.203; number 18, H, carries 0.177; number 19, H, carries 0.161; number 20, H, carries 0.463



[3]
# C5H29N2O9

A 9-piece molecular cluster, C5H29N2O9 overall at a distorted geometry (the ωB97M-V functional and the def2-TZVPD basis, the Open Molecules 2025 dataset).

Atoms and positions in Å:
C  0.84  -1.56  1.17
C  1.79  -1.33  0.01
C  1.21  -0.54  -1.18
C  0.17  -1.32  -1.99
C  -1.19  -1.55  -1.37
N  -1.82  -0.43  -0.93
O  -1.57  -2.67  -1.07
N  2.98  -0.52  0.57
H  0.83  -0.68  1.80
H  1.23  -2.32  1.85
H  -0.07  -2.07  0.86
H  2.22  -2.25  -0.38
H  0.77  0.34  -0.70
H  2.05  -0.15  -1.75
H  0.09  -0.81  -2.95
H  0.66  -2.27  -2.20
H  -2.69  -0.53  -0.44
H  -1.71  0.46  -1.40
H  2.89  0.12  1.37
H  3.68  -1.19  0.89
H  3.30  0.14  -0.16
H  -2.29  1.93  0.31
H  -3.78  2.29  0.56
O  -3.20  1.64  0.16
H  3.50  2.40  -0.95
H  1.94  2.30  -0.66
O  2.83  1.92  -0.46
H  -0.24  2.54  2.51
H  -1.09  1.27  2.27
O  -0.55  1.97  1.80
H  -0.15  3.22  -1.45
H  -0.14  2.67  0.00
O  0.40  3.14  -0.66
H  0.49  -5.06  -0.21
H  -0.31  -3.84  -0.70
O  0.61  -4.16  -0.54
H  -2.07  -0.55  1.72
H  -3.04  0.62  2.09
O  -2.32  0.08  2.40
H  3.17  0.44  3.73
H  1.69  0.82  3.78
O  2.39  0.55  3.17
H  -3.11  2.47  -1.97
H  -2.27  2.76  -3.24
O  -2.23  2.44  -2.33

E_tot: -994.41800 a.u.
M: 261.3 g/mol
HOMO-LUMO gap: 10.4 eV
Total charge: +1
Energy above the lowest of the compared OMol25 structures with the same formula, charge and spin: 15.1 kcal/mol

The natural (NBO) scheme yields these atomic charges, measured in e: number 1, C, carries -0.663; number 2, C, carries -0.022; number 3, C, carries -0.394; number 4, C, carries -0.531; number 5, C, carries 0.699; number 6, N, carries -0.840; number 7, O, carries -0.637; number 8, N, carries -0.727; number 9, H, carries 0.228; number 10, H, carries 0.233; number 11, H, carries 0.252; number 12, H, carries 0.236; number 13, H, carries 0.209; number 14, H, carries 0.223; number 15, H, carries 0.245; number 16, H, carries 0.255; number 17, H, carries 0.411; number 18, H, carries 0.420; number 19, H, carries 0.468; number 20, H, carries 0.422; number 21, H, carries 0.468; number 22, H, carries 0.495; number 23, H, carries 0.491; number 24, O, carries -0.980; number 25, H, carries 0.490; number 26, H, carries 0.523; number 27, O, carries -1.018; number 28, H, carries 0.484; number 29, H, carries 0.509; number 30, O, carries -1.019; number 31, H, carries 0.499; number 32, H, carries 0.499; number 33, O, carries -0.971; number 34, H, carries 0.478; number 35, H, carries 0.499; number 36, O, carries -0.997; number 37, H, carries 0.490; number 38, H, carries 0.497; number 39, O, carries -0.948; number 40, H, carries 0.489; number 41, H, carries 0.497; number 42, O, carries -0.967; number 43, H, carries 0.499; number 44, H, carries 0.490; number 45, O, carries -0.983



[4]
# H6NO13S3Zn

H6NO13S3Zn as an isolated structure at a distorted geometry (the ωB97M-V functional and the def2-TZVPD basis, the Open Molecules 2025 dataset).

Atoms and positions in Å:
Zn  0.44  0.96  0.10
N  -1.05  -2.51  0.45
H  -2.05  -2.63  0.62
H  -0.96  -2.50  -0.60
H  -0.51  -3.28  0.83
H  -0.71  -1.60  0.87
S  2.85  0.03  0.53
O  1.93  -0.29  -0.59
O  3.19  -1.17  1.30
O  4.04  0.68  0.02
O  1.99  1.00  1.30
S  -1.35  0.74  2.02
O  -2.76  0.35  1.91
O  -1.05  1.95  1.20
O  -1.03  0.94  3.43
O  -0.46  -0.29  1.41
S  -1.22  -0.43  -2.53
O  -0.63  -0.05  -3.81
O  -0.53  0.31  -1.43
O  -2.64  -0.09  -2.52
O  -1.06  -1.87  -2.30
O  1.20  2.89  -0.60
H  0.87  3.17  -1.46
H  1.53  3.68  -0.17

E_tot: -4010.43641 a.u.
M: 389.6 g/mol
HOMO-LUMO gap: 5.7 eV
Total charge: -3

The natural (NBO) scheme yields these atomic charges, measured in e: number 1, Zn, carries 1.756; number 2, N, carries -0.914; number 3, H, carries 0.401; number 4, H, carries 0.484; number 5, H, carries 0.380; number 6, H, carries 0.483; number 7, S, carries 2.585; number 8, O, carries -1.141; number 9, O, carries -1.085; number 10, O, carries -1.096; number 11, O, carries -1.168; number 12, S, carries 2.603; number 13, O, carries -1.081; number 14, O, carries -1.129; number 15, O, carries -1.073; number 16, O, carries -1.135; number 17, S, carries 2.633; number 18, O, carries -1.102; number 19, O, carries -1.191; number 20, O, carries -1.099; number 21, O, carries -1.133; number 22, O, carries -0.936; number 23, H, carries 0.480; number 24, H, carries 0.478



> Which of these has the highest E_tot?

C5H13NO